Formula: CH4NO
Source: OMol25
Level of theory: ωB97M-V/def2-TZVPD

```
! wB97M-V def2-TZVPD RIJCOSX def2/J DEFGRID3
* xyz -1 1
N -0.85678 0.05593 -0.44111
C 0.50703 -0.24803 0.25291
O 0.76203 0.45956 1.30280
H -0.61368 0.73760 -1.15742
H -1.42588 0.49254 0.27654
H 1.20273 -0.13478 -0.62376
H 0.42455 -1.36282 0.39005
*
```

Results
- SMILES string: NC[O-]

Just the Mulliken charges please, in e? Sure, here they are: number 1, N, carries -0.734; number 2, C, carries -0.240; number 3, O, carries -0.833; number 4, H, carries 0.225; number 5, H, carries 0.256; number 6, H, carries 0.183; number 7, H, carries 0.143

Formula: CH4NO2
Source: OMol25
Level of theory: ωB97M-V/def2-TZVPD

```
! wB97M-V def2-TZVPD RIJCOSX def2/J DEFGRID3
* xyz -1 1
O -1.95655 0.44528 -0.98438
H -2.02021 -0.24955 -1.64920
C 0.63883 -0.03338 -0.11237
N 1.06842 -0.28996 1.17335
O 1.03049 0.51963 -1.12811
H -0.98279 0.23218 -0.70693
H 0.51121 -0.93713 1.69337
H 1.71060 0.31293 1.71426
*
```

Just the Mulliken charges please, in e? Sure, here they are: number 1, O, carries -0.655; number 2, H, carries 0.292; number 3, C, carries -1.695; number 4, N, carries -0.293; number 5, O, carries 0.142; number 6, H, carries 0.480; number 7, H, carries 0.486; number 8, H, carries 0.242

Formula: CH4NO2
Source: OMol25
Level of theory: ωB97M-V/def2-TZVPD

```
! wB97M-V def2-TZVPD RIJCOSX def2/J DEFGRID3
* xyz 1 1
C -0.69534 -0.51537 0.62160
N 0.27131 0.25857 0.07706
O 1.46224 0.99742 -1.53120
O 0.25344 0.49480 -1.20731
H -1.60659 -0.94401 0.07540
H -0.16645 -1.19671 1.21399
H -1.38760 0.01367 1.38396
H 1.86899 0.89163 -0.63350
*
```

Just the Mulliken charges please, in e? Sure, here they are: number 1, C, carries -0.562; number 2, N, carries -0.073; number 3, O, carries -0.153; number 4, O, carries 0.267; number 5, H, carries 0.355; number 6, H, carries 0.345; number 7, H, carries 0.344; number 8, H, carries 0.477

Formula: CH4NO2P
Source: OMol25
Level of theory: ωB97M-V/def2-TZVPD

```
! wB97M-V def2-TZVPD RIJCOSX def2/J DEFGRID3
* xyz 0 1
C -0.69300 1.18554 -0.58297
N -0.24263 -1.46101 0.44379
O 1.64253 -0.26680 -0.82457
O 0.72981 0.94185 1.23953
P 0.52735 0.00193 0.06509
H -0.47372 2.11808 -1.08373
H -1.34797 1.46909 0.23923
H -0.46529 -1.84421 -0.45198
H 0.32292 -2.14445 0.95561
*
```

Just the Mulliken charges please, in e? Sure, here they are: number 1, C, carries -0.300; number 2, N, carries -0.633; number 3, O, carries -0.660; number 4, O, carries -0.502; number 5, P, carries 0.974; number 6, H, carries 0.309; number 7, H, carries 0.261; number 8, H, carries 0.271; number 9, H, carries 0.280

Formula: CH4NO2PS
Source: OMol25
Level of theory: ωB97M-V/def2-TZVPD

```
! wB97M-V def2-TZVPD RIJCOSX def2/J DEFGRID3
* xyz 0 1
N -0.99774 0.63575 -1.15344
P -0.36187 0.25610 0.40405
O 1.31426 1.10611 0.21394
S -1.32783 0.69584 2.07454
C 0.29560 -1.50779 0.21218
O 0.39634 -2.07100 -0.83162
H -1.51919 1.52484 -1.15608
H -0.30092 0.27991 -1.80349
H 1.89024 0.82596 0.86401
H 0.61110 -1.74572 1.17591
*
```

Results
- SMILES string: N[P@@](O)(=S)C=O

Just the Mulliken charges please, in e? Sure, here they are: number 1, N, carries -0.533; number 2, P, carries 0.538; number 3, O, carries -0.544; number 4, S, carries -0.353; number 5, C, carries 0.076; number 6, O, carries -0.399; number 7, H, carries 0.265; number 8, H, carries 0.277; number 9, H, carries 0.291; number 10, H, carries 0.382

Formula: CH4NO2S
Source: OMol25
Level of theory: ωB97M-V/def2-TZVPD

```
! wB97M-V def2-TZVPD RIJCOSX def2/J DEFGRID3
* xyz -1 3
C 0.43690 -0.47563 0.14386
N -1.85329 1.42139 0.26019
O -2.22501 -1.08757 1.00477
O -2.26896 -0.39983 -1.29711
S -1.76026 -0.12949 -0.00547
H 0.67250 -1.51016 -0.08739
H 0.78571 0.27187 -0.60033
H 0.53072 -0.15155 1.17308
H -1.24262 1.53896 1.00518
*
```

Just the Mulliken charges please, in e? Sure, here they are: number 1, C, carries -1.218; number 2, N, carries -0.564; number 3, O, carries -0.563; number 4, O, carries -0.563; number 5, S, carries 0.688; number 6, H, carries 0.409; number 7, H, carries 0.264; number 8, H, carries 0.295; number 9, H, carries 0.251

Formula: CH4NO3
Source: OMol25
Level of theory: ωB97M-V/def2-TZVPD

```
! wB97M-V def2-TZVPD RIJCOSX def2/J DEFGRID3
* xyz -1 1
N 0.73925 0.38271 -0.98153
C -0.63102 -0.00076 -0.90399
O -0.95945 -0.85510 -0.04014
O -1.37010 0.51716 -1.76509
H 1.08121 0.64380 -1.87546
H 1.38106 -0.10316 -0.36987
H 0.53718 0.03815 1.65105
H -0.79121 -0.42705 1.89462
O 0.01307 -0.19574 2.39040
*
```

Just the Mulliken charges please, in e? Sure, here they are: number 1, N, carries -0.414; number 2, C, carries 0.586; number 3, O, carries -0.811; number 4, O, carries -0.744; number 5, H, carries 0.191; number 6, H, carries 0.175; number 7, H, carries 0.298; number 8, H, carries 0.380; number 9, O, carries -0.661

Formula: CH4NO3P
Source: OMol25
Level of theory: ωB97M-V/def2-TZVPD

```
! wB97M-V def2-TZVPD RIJCOSX def2/J DEFGRID3
* xyz 0 1
C -1.98350 -0.96344 -0.23025
N -1.44458 0.18106 -0.15045
O 1.48927 -0.20821 -1.27560
O 1.68122 1.15347 0.83691
O 1.04127 -1.13300 1.18096
P 1.24008 -0.18239 0.16620
H -1.18832 -1.76764 -0.27071
H -0.38791 0.36076 0.12955
H 1.60281 1.60763 -0.01100
H -2.05033 0.95176 -0.37560
*
```

Just the Mulliken charges please, in e? Sure, here they are: number 1, C, carries -0.200; number 2, N, carries -0.219; number 3, O, carries -0.533; number 4, O, carries -0.378; number 5, O, carries -0.525; number 6, P, carries 0.838; number 7, H, carries 0.173; number 8, H, carries 0.270; number 9, H, carries 0.358; number 10, H, carries 0.217

Formula: CH4NO3Sn
Source: OMol25
Level of theory: ωB97M-V/def2-TZVPD

```
! wB97M-V def2-TZVPD RIJCOSX def2/J DEFGRID3
* xyz 1 1
Sn 2.47473 7.21670 20.15378
O 0.11697 8.68413 20.94725
H -0.38841 8.88146 21.75977
C -1.67493 9.39629 23.66573
N -1.86441 10.88802 23.68082
O -1.16875 11.61635 23.01225
O -2.72936 11.30501 24.37173
H -1.83449 9.01925 24.67592
H -0.61150 9.21577 23.50883
H -2.26425 9.03573 22.82265
*
```

Just the Mulliken charges please, in e? Sure, here they are: number 1, Sn, carries 1.368; number 2, O, carries -0.641; number 3, H, carries 0.281; number 4, C, carries -0.805; number 5, N, carries 0.936; number 6, O, carries -0.542; number 7, O, carries -0.500; number 8, H, carries 0.306; number 9, H, carries 0.257; number 10, H, carries 0.339

Formula: CH4NOP
Source: OMol25
Level of theory: ωB97M-V/def2-TZVPD

```
! wB97M-V def2-TZVPD RIJCOSX def2/J DEFGRID3
* xyz 0 1
H -3.34365 0.33051 -0.01867
N -2.36719 0.58519 -0.07065
P -1.32802 -0.53852 0.00119
O 0.17936 0.43139 -0.13042
C 1.44914 -0.10725 0.02292
H 1.43968 -1.16268 0.31490
H 1.96811 0.46497 0.79851
H 2.00259 -0.00361 -0.91778
*
```

Results
- SMILES string: [H]/N=P/OC

Just the Mulliken charges please, in e? Sure, here they are: number 1, H, carries 0.258; number 2, N, carries -0.393; number 3, P, carries 0.317; number 4, O, carries -0.342; number 5, C, carries -0.500; number 6, H, carries 0.239; number 7, H, carries 0.209; number 8, H, carries 0.213

Formula: CH4NOP
Source: OMol25
Level of theory: ωB97M-V/def2-TZVPD

```
! wB97M-V def2-TZVPD RIJCOSX def2/J DEFGRID3
* xyz 0 1
O -0.84348 1.10350 -1.36608
N -0.81690 1.32673 -0.18033
C -0.00937 0.38284 0.50730
P 0.72554 -0.79258 -0.67146
H -0.50723 0.05328 1.38514
H 0.77850 0.94483 1.05398
H -0.52294 -1.54836 -1.15051
H 1.19589 -1.47023 0.42198
*
```

Results
- SMILES string: O=NCP

Just the Mulliken charges please, in e? Sure, here they are: number 1, O, carries -0.289; number 2, N, carries 0.011; number 3, C, carries -0.440; number 4, P, carries -0.022; number 5, H, carries 0.357; number 6, H, carries 0.303; number 7, H, carries 0.060; number 8, H, carries 0.021

Formula: CH4NOP
Source: OMol25
Level of theory: ωB97M-V/def2-TZVPD

```
! wB97M-V def2-TZVPD RIJCOSX def2/J DEFGRID3
* xyz 0 3
C -1.04970 -0.50676 -1.34862
N 1.87687 0.98163 2.40116
O 0.11959 -0.73944 -0.73221
P 0.62706 0.16405 2.36694
H -1.10732 -1.06718 -2.30438
H -1.19382 0.56499 -1.59366
H -1.91858 -0.82359 -0.73882
H 2.64591 1.42630 1.94960
*
```

Just the Mulliken charges please, in e? Sure, here they are: number 1, C, carries -0.427; number 2, N, carries -0.277; number 3, O, carries -0.288; number 4, P, carries 0.033; number 5, H, carries 0.246; number 6, H, carries 0.226; number 7, H, carries 0.225; number 8, H, carries 0.262

Formula: CH4NOPS
Source: OMol25
Level of theory: ωB97M-V/def2-TZVPD

```
! wB97M-V def2-TZVPD RIJCOSX def2/J DEFGRID3
* xyz 0 1
C -0.12847 -0.88372 0.11832
N 0.98290 1.46431 0.33296
O 1.24016 -1.04361 0.37754
P -0.64036 0.89003 0.08493
S 2.11860 0.24983 -0.24062
H -0.53291 -1.27059 -0.87372
H -0.80905 -1.32051 0.89281
H 1.26292 1.43350 1.41155
H -0.72906 0.82032 -1.41368
*
```

Just the Mulliken charges please, in e? Sure, here they are: number 1, C, carries -0.298; number 2, N, carries -0.472; number 3, O, carries -0.345; number 4, P, carries 0.076; number 5, S, carries 0.118; number 6, H, carries 0.262; number 7, H, carries 0.271; number 8, H, carries 0.337; number 9, H, carries 0.051

Formula: CH4NOPS2
Source: OMol25
Level of theory: ωB97M-V/def2-TZVPD

```
! wB97M-V def2-TZVPD RIJCOSX def2/J DEFGRID3
* xyz 0 1
N -1.44193 0.43450 -0.79854
C -1.35195 -0.62996 -0.01887
O -2.06904 -1.57372 0.01688
S -0.04517 -0.51679 1.29468
P 1.33037 0.95898 0.60163
S 2.58202 -0.08796 -0.70780
H -2.17872 0.36141 -1.49807
H -1.15743 1.38953 -0.47190
H 2.12985 1.02502 1.81501
H 2.20200 -1.36100 -0.23302
*
```

Results
- SMILES string: NC(=O)SPS

Just the Mulliken charges please, in e? Sure, here they are: number 1, N, carries -0.435; number 2, C, carries 0.652; number 3, O, carries -0.499; number 4, S, carries -0.227; number 5, P, carries 0.021; number 6, S, carries -0.250; number 7, H, carries 0.240; number 8, H, carries 0.225; number 9, H, carries 0.089; number 10, H, carries 0.185

Formula: CH4NOS
Source: OMol25
Level of theory: ωB97M-V/def2-TZVPD

```
! wB97M-V def2-TZVPD RIJCOSX def2/J DEFGRID3
* xyz -1 1
C -0.01630 0.63614 0.26761
N 1.12565 0.24442 -0.47780
O 0.22501 -1.81466 -0.59033
S 2.46846 -0.05847 0.31976
H 0.11004 0.28772 1.32876
H 0.02125 1.68193 0.13769
H -0.86999 0.30460 -0.43317
H 1.16401 -1.98978 -0.84328
*
```

Just the Mulliken charges please, in e? Sure, here they are: number 1, C, carries -0.605; number 2, N, carries -0.220; number 3, O, carries -0.840; number 4, S, carries -0.355; number 5, H, carries 0.299; number 6, H, carries 0.302; number 7, H, carries 0.209; number 8, H, carries 0.210

Formula: CH4NOS
Source: OMol25
Level of theory: ωB97M-V/def2-TZVPD

```
! wB97M-V def2-TZVPD RIJCOSX def2/J DEFGRID3
* xyz -1 1
C 0.55818 0.32788 0.82426
N -0.63675 -0.10598 0.08904
O -1.02284 -1.34218 0.25583
S -0.32508 0.47717 -1.80230
H 0.81763 1.35538 0.41223
H 0.30157 0.15757 1.93527
H 1.45149 -0.38566 0.59665
H -1.14420 -0.48419 -2.31098
*
```

Results
- SMILES string: CN([O-])S

Just the Mulliken charges please, in e? Sure, here they are: number 1, C, carries -0.601; number 2, N, carries -0.029; number 3, O, carries -0.656; number 4, S, carries -0.476; number 5, H, carries 0.183; number 6, H, carries 0.237; number 7, H, carries 0.234; number 8, H, carries 0.107

Formula: CH4NP
Source: OMol25
Level of theory: ωB97M-V/def2-TZVPD

```
! wB97M-V def2-TZVPD RIJCOSX def2/J DEFGRID3
* xyz 0 1
H 2.30801 -0.12565 0.60859
N 1.35331 -0.50348 0.58561
C 0.40449 0.29752 0.14752
P -1.30581 -0.28518 0.28015
H 0.56129 1.37402 -0.26394
H -1.43733 -1.33625 -0.67967
H -1.88397 0.57900 -0.67826
*
```

Results
- SMILES string: [H]/N=C/P

Just the Mulliken charges please, in e? Sure, here they are: number 1, H, carries 0.238; number 2, N, carries -0.558; number 3, C, carries 0.057; number 4, P, carries -0.115; number 5, H, carries 0.284; number 6, H, carries 0.064; number 7, H, carries 0.030

Formula: CH4NP
Source: OMol25
Level of theory: ωB97M-V/def2-TZVPD

```
! wB97M-V def2-TZVPD RIJCOSX def2/J DEFGRID3
* xyz 0 3
C 1.63056 -0.17567 0.16279
N -2.65996 0.33528 -0.04360
P -1.63451 -0.73315 -0.27802
H 1.52269 -1.21960 0.40442
H 1.68188 -0.16971 -0.94763
H 2.20887 0.62708 0.68822
H -2.74952 1.33577 0.01382
*
```

Just the Mulliken charges please, in e? Sure, here they are: number 1, C, carries -0.973; number 2, N, carries -0.304; number 3, P, carries 0.059; number 4, H, carries 0.369; number 5, H, carries 0.324; number 6, H, carries 0.266; number 7, H, carries 0.259

Formula: CH4O11V3
Source: OMol25
Level of theory: ωB97M-V/def2-TZVPD

```
! wB97M-V def2-TZVPD RIJCOSX def2/J DEFGRID3
* xyz 0 2
O -13.95954 -0.25706 13.37244
V -15.40178 -0.52728 12.78476
O -16.37423 0.07058 13.86531
O -19.74571 -0.45628 10.39339
V -18.47811 -0.57537 9.45401
O -18.96251 -0.15497 7.99415
O -12.78120 -2.37910 8.91090
V -14.18618 -1.89260 8.51150
O -14.30624 -1.91674 6.91533
C -16.01232 -1.03735 10.25136
O -14.87379 -1.26601 10.59984
O -16.86419 -0.72768 11.10287
O -16.34166 -1.15006 9.11335
O -17.71166 -3.28633 12.43784
H -18.65058 -3.29578 12.62378
H -17.55467 -2.43067 12.03857
O -18.09359 1.60358 9.63745
H -18.12944 2.36215 9.05477
H -17.72662 1.94461 10.45309
*
```

Just the Mulliken charges please, in e? Sure, here they are: number 1, O, carries -0.468; number 2, V, carries 1.450; number 3, O, carries -0.482; number 4, O, carries -0.496; number 5, V, carries 1.271; number 6, O, carries -0.469; number 7, O, carries -0.742; number 8, V, carries 1.196; number 9, O, carries -0.781; number 10, C, carries 2.150; number 11, O, carries -0.968; number 12, O, carries -0.996; number 13, O, carries -0.910; number 14, O, carries -0.636; number 15, H, carries 0.328; number 16, H, carries 0.353; number 17, O, carries -0.407; number 18, H, carries 0.309; number 19, H, carries 0.297

Formula: CH4O2
Source: OMol25
Level of theory: ωB97M-V/def2-TZVPD

```
! wB97M-V def2-TZVPD RIJCOSX def2/J DEFGRID3
* xyz 0 1
C 0.49356 0.44658 2.26070
O -0.53677 0.43930 2.94111
H 0.76281 -0.34936 1.52625
H 1.26341 1.22991 2.45860
O -0.37051 -0.34989 -2.92273
H -0.30907 -1.30734 -3.14130
H -1.30344 -0.10921 -3.12263
*
```

Results
- SMILES string: C=O.O

Just the Mulliken charges please, in e? Sure, here they are: number 1, C, carries -0.019; number 2, O, carries -0.403; number 3, H, carries 0.213; number 4, H, carries 0.209; number 5, O, carries -0.652; number 6, H, carries 0.326; number 7, H, carries 0.327

no.,total energy (a.u.)
1,-170.4752
2,-245.6973
3,-245.1966
4,-587.0308
5,-985.2826
6,-643.7637
7,-321.0664
8,-662.2571
9,-534.7264
10,-511.8276
11,-511.7192
12,-511.6871
13,-909.9670
14,-1308.2491
15,-568.5911
16,-568.5923
17,-436.5486
18,-436.4498
19,-3700.1401
20,-190.9393